Record 1
ORCA calculation (ωB97M-V/def2-TZVPD) on C3H4O3Sm as an isolated structure.

```
11
Properties=species:S:1:pos:R:3:forces:R:3:lowdin_spin:R:1
Sm 2.519 0.845 -0.887 -1.6180 0.6607 -0.6780 6.0274
O -2.950 1.304 0.248 0.5742 0.1627 -1.3710 -0.0001
O -1.776 -0.487 -0.429 0.2369 -1.4451 -1.7978 0.0012
O -0.705 1.222 0.457 1.0530 1.0400 -0.3872 -0.0029
C 0.540 -0.357 0.192 -0.0231 3.7891 0.5042 -0.0144
C -0.639 -1.141 -0.011 1.3391 -0.6784 -0.0860 0.0021
C -1.849 0.855 0.015 0.3704 -0.7983 3.0559 0.0001
H 4.431 1.353 -0.911 1.5391 0.1468 0.2227 -0.0164
H 0.838 -0.409 1.253 0.3552 -0.7856 0.1877 0.0015
H 0.372 -1.485 -0.847 -3.0067 -1.2745 1.1834 0.0018
H -0.780 -1.700 0.920 -0.8201 -0.8176 -0.8340 -0.0003
```
Forces are in eV/Å.

Summary:
multiplicity	7
HOMO (alpha / beta)	-7.75 / -8.08	eV
E_LUMO (alpha / beta)	-1.4 / -1.3	eV

Record 2
ORCA calculation (ωB97M-V/def2-TZVPD) on C3H4O4Rh as an isolated structure.

```
12
Properties=species:S:1:pos:R:3:forces:R:3:lowdin_spin:R:1
Rh -1.398 1.093 1.676 -5.3775 3.6663 4.5640 2.4085
O 0.805 0.474 -0.769 0.0847 -0.9239 1.0836 0.0534
O 0.441 0.998 1.399 3.1771 -1.5633 -0.7137 0.2837
O 0.974 -1.325 0.716 0.2688 -0.2149 -0.4703 0.7111
O -1.136 -0.106 0.296 1.6453 -3.3838 -2.2023 0.3034
C 1.642 -1.666 -0.465 -1.1679 0.3129 -0.5304 0.1076
C 1.096 -0.696 -1.514 -0.0505 0.5094 -0.3707 0.0196
C 0.184 0.114 0.434 1.2076 1.8375 -2.7478 0.0089
H 1.436 -2.710 -0.765 0.3109 0.0067 0.7407 0.0311
H 0.165 -1.083 -1.959 0.3408 -0.0559 0.0076 0.0104
H 2.733 -1.515 -0.355 -0.1271 -0.1028 0.4127 0.0627
H 1.829 -0.441 -2.290 -0.3122 -0.0881 0.2266 -0.0003
```
Forces are in eV/Å.

Summary:
multiplicity	5
net charge	+1
HOMO (alpha / beta)	-13.47 / -15.04	eV
E_LUMO (alpha / beta)	-5.0 / -8.6	eV

Record 3
ORCA calculation (ωB97M-V/def2-TZVPD) on C3H4O4Sm as an isolated structure.

```
12
Properties=species:S:1:pos:R:3:forces:R:3:lowdin_spin:R:1
Sm -3.018 1.611 -2.525 2.9406 -1.3530 3.4134 4.7468
O 1.909 0.452 -0.543 -0.2640 -0.1848 0.3944 0.9765
O -0.782 0.049 0.679 0.1673 1.1436 -0.6114 0.0171
O -2.019 1.617 -0.247 -1.1045 1.0768 -1.7566 -0.0167
O -1.136 0.104 -1.561 -0.6583 0.9588 -1.6427 0.0101
C 0.273 -0.914 0.587 -0.1882 -0.8103 -0.2324 0.0318
C -1.220 0.640 -0.413 -1.4731 -1.5250 0.7325 -0.0042
C 1.616 -0.199 0.610 0.5228 0.4483 -0.0893 0.1409
H 0.177 -1.572 1.459 -0.0476 0.2941 -0.2080 0.0023
H 0.159 -1.487 -0.340 0.1123 0.0251 0.2312 -0.0001
H 2.430 -0.893 0.897 -0.0811 0.0839 -0.1353 0.0373
H 1.611 0.591 1.398 0.0740 -0.1575 -0.0958 0.0585
```
Forces are in eV/Å.

Summary:
multiplicity	7
net charge	+2
HOMO (alpha / beta)	-18.03 / -15.90	eV
E_LUMO (alpha / beta)	-12.1 / -13.1	eV

Record 4
ORCA calculation (ωB97M-V/def2-TZVPD) on C3H4O4Tl as an isolated structure.

```
12
Properties=species:S:1:pos:R:3:forces:R:3:lowdin_spin:R:1
Tl 0.046 2.783 -0.001 0.5326 2.2207 0.1845 0.0182
O -0.201 1.401 1.699 0.1435 0.9114 2.6261 0.0653
O -0.586 1.149 -1.316 -0.3479 -5.0289 0.3188 -0.0219
O 0.710 -0.603 1.371 2.3912 -0.3083 2.0073 0.0231
O -1.395 -0.400 1.094 -0.1497 1.0872 1.7942 0.1005
C -0.366 0.182 1.636 -1.8195 -2.3798 -5.1104 0.1169
C -0.486 -0.720 -0.649 0.8669 1.3217 -0.5506 0.5767
C 0.847 -0.966 -0.020 -1.5006 1.2529 0.0022 0.0780
H 1.116 -2.031 -0.050 -0.0731 0.3270 -0.2541 0.0042
H -0.214 0.940 -2.175 0.1043 0.1964 -0.4316 0.0047
H -1.096 -1.442 -1.185 -0.1021 0.9512 -0.3705 0.0265
H 1.627 -0.292 -0.405 -0.0457 -0.5516 -0.2158 0.0079
```
Forces are in eV/Å.

Summary:
multiplicity	2
HOMO (alpha / beta)	-7.50 / -9.51	eV
E_LUMO (alpha / beta)	-0.6 / -0.3	eV

Record 5
ORCA calculation (ωB97M-V/def2-TZVPD) on one molecule with the formula C3H4OS.

```
9
Properties=species:S:1:pos:R:3:forces:R:3:mulliken_charge:R:1
S 1.754 -0.439 -0.023 3.4517 -3.3645 0.0335 -0.2578
O -2.508 -0.293 -0.421 3.7853 1.3077 3.9861 -0.4655
C -0.409 0.736 0.468 -5.7873 3.7338 -2.8785 -0.4601
C 0.807 0.717 -0.346 -0.5433 2.3467 -0.5677 -0.1430
C -1.495 -0.340 0.381 -1.6287 -4.5987 -5.5914 0.2024
H -0.145 1.081 1.449 -0.3795 0.2938 0.5405 0.3611
H -1.221 -1.506 0.432 -0.1417 2.3022 1.3714 0.2721
H 1.136 1.622 -0.954 -0.9270 -1.1945 0.5686 0.2842
H -1.191 1.500 -0.209 2.1705 -0.8265 2.5376 0.2066
```
Forces are in eV/Å.

Summary:
multiplicity	1
HOMO	-9.09	eV
structure (SMILES)	O=CCC=S
E_LUMO	-0.6	eV

Record 6
ORCA calculation (ωB97M-V/def2-TZVPD) on a 2-piece molecular cluster, C3H4OS overall.

```
9
Properties=species:S:1:pos:R:3:forces:R:3:mulliken_charge:R:1
S 2.770 0.021 -0.288 -0.4952 -1.0222 -0.3607 0.3628
O 2.478 1.445 -0.004 -0.2582 -1.3827 0.4348 -0.4718
C -1.633 1.716 0.866 1.0429 -1.0171 -1.2793 -0.2533
C -1.264 1.261 -0.191 -1.1625 0.2292 -1.3492 -0.4469
C 1.809 -1.176 0.321 1.6778 0.2821 -0.7634 -0.4690
H -1.718 1.935 1.878 -0.3117 0.4826 0.9866 0.3956
H -1.285 0.988 -1.270 0.4399 0.2848 1.6491 0.3151
H 1.954 -2.280 0.110 0.3062 1.7328 -0.0991 0.2660
H 1.122 -0.949 1.078 -1.2392 0.4106 0.7810 0.3015
```
Forces are in eV/Å.

Summary:
multiplicity	1
HOMO	-9.89	eV
E_LUMO	-0.2	eV

Record 7
ORCA calculation (ωB97M-V/def2-TZVPD) on C3H4OS as an isolated structure.

```
9
Properties=species:S:1:pos:R:3:forces:R:3:mulliken_charge:R:1
S 1.758 -0.010 0.000 -0.5040 -0.3174 0.0983 -0.3211
O -0.746 -1.039 -0.022 0.3024 0.0007 -0.3260 -0.3273
C -0.847 1.032 -0.005 -2.0338 1.8640 -0.0859 -0.3588
C -1.868 -0.097 0.018 -0.1279 -0.2611 -0.4962 -0.2368
C 0.140 -0.011 0.008 2.0393 -1.1457 -0.3950 0.3279
H -0.920 1.651 -0.885 0.3593 -0.0536 -0.6037 0.2091
H -2.374 -0.273 0.921 -0.7035 0.0488 1.3447 0.2281
H -0.820 1.758 0.796 -0.0321 -0.1778 0.5356 0.2367
H -2.605 -0.216 -0.790 0.7003 0.0422 -0.0716 0.2421
```
Forces are in eV/Å.

Summary:
multiplicity	1
HOMO	-8.87	eV
E_LUMO	0.5	eV

Record 8
ORCA calculation (ωB97M-V/def2-TZVPD) on one molecule with the formula C3H4OS.

```
9
Properties=species:S:1:pos:R:3:forces:R:3:mulliken_charge:R:1
S -1.277 -0.420 1.382 -0.0961 -2.7240 -0.3096 -0.2551
O 1.425 -0.469 -1.475 -0.0664 -0.1418 -0.2612 -0.4082
C 0.775 -0.891 -0.552 0.8015 1.6284 -0.2575 -0.1217
C -0.139 1.458 -0.040 -0.4211 -3.3974 -0.6880 -0.8808
C -0.219 0.098 0.087 1.4222 0.7598 0.3870 0.6033
H 0.522 2.067 -0.570 1.2498 0.2100 -0.9512 0.3196
H -1.032 1.904 0.228 -1.4340 1.4127 1.2163 0.2721
H 1.063 -1.912 -0.218 -1.0307 0.2330 0.5683 0.3404
H -1.119 -1.836 1.157 -0.4252 2.0193 0.2958 0.1304
```
Forces are in eV/Å.

Summary:
multiplicity	1
HOMO	-8.91	eV
structure (SMILES)	C=C(S)C=O
E_LUMO	-0.2	eV

Computed total energy, in the same sequence as the records: -1000.089283, -527.700218, -1074.803541, -589.965645, -590.005830, -589.983561, -590.089141, -590.066006 a.u..
Computed ΔE to the lowest compared entry with this formula, charge and spin, in the same sequence as the records: 724.8, 29.8, 451.8, 337.8, 312.0, 370.4, 93.2, 154.0 kJ/mol.